Entry from the OMol25 dataset: a 2-piece molecular cluster, C24H28NO4 overall (ωB97M-V/def2-TZVPD).

CARTESIAN COORDINATES (ANGSTROEM)
C (-1.64481, 2.40924, -4.29822)
C (-1.59350, 1.82718, -2.87568)
C (-0.99640, 0.43178, -2.81674)
O (-1.47550, -0.48221, -2.11115)
C (0.23755, 0.24225, -3.68454)
C (0.07826, 0.86397, -5.08175)
O (-0.43905, 2.20397, -5.05202)
H (-2.49919, 1.96850, -4.84331)
H (-1.76452, 3.49989, -4.27809)
H (-0.94717, 2.46766, -2.24433)
H (-2.59322, 1.79578, -2.43001)
H (1.07754, 0.73392, -3.15486)
H (0.45414, -0.82935, -3.75222)
H (1.04667, 0.95758, -5.59193)
H (-0.58495, 0.22146, -5.69132)
C (1.66724, -4.24323, -1.07987)
C (2.24540, -2.86481, -0.85464)
C (2.61135, -2.68923, 0.60968)
C (3.45162, -2.63167, -1.74497)
O (1.27648, -1.82472, -1.27938)
C (0.16499, -1.68458, -0.51138)
C (-0.27805, -0.27140, -0.44712)
N (-0.99454, 0.00144, 0.60478)
C (-0.95338, 0.68786, 1.71466)
C (-2.21363, 0.68067, 2.48229)
C (-2.64234, 1.78297, 3.24475)
C (-3.81550, 1.70426, 3.99757)
C (-4.57670, 0.52702, 3.98861)
C (-4.16749, -0.56479, 3.20738)
C (-3.01438, -0.46905, 2.42570)
C (0.27229, 1.30995, 2.24450)
C (0.34302, 1.74680, 3.58958)
C (1.45718, 2.43230, 4.06942)
C (2.57835, 2.61086, 3.24859)
C (2.57994, 2.05928, 1.96192)
C (1.45440, 1.39059, 1.47855)
O (-0.39620, -2.58275, 0.08920)
H (1.35042, -4.36305, -2.12243)
H (2.42640, -5.00555, -0.85774)
H (0.80471, -4.39621, -0.42254)
H (2.93317, -1.65895, 0.82134)
H (1.75582, -2.94231, 1.25184)
H (3.43826, -3.36654, 0.85909)
H (3.86266, -1.63006, -1.57676)
H (4.23822, -3.36342, -1.53015)
H (3.17570, -2.72473, -2.80051)
H (0.31349, 0.49158, -0.96720)
H (-2.04104, 2.69385, 3.24746)
H (-4.12393, 2.56322, 4.59819)
H (-5.48648, 0.46435, 4.58624)
H (-4.74105, -1.49064, 3.20373)
H (-2.69335, -1.29488, 1.78817)
H (-0.48550, 1.54421, 4.26738)
H (1.44561, 2.82716, 5.08586)
H (3.44410, 3.16314, 3.61364)
H (3.45948, 2.14683, 1.32154)
H (1.51740, 0.92261, 0.49927)

Atoms 1-3, force components in eV/Å:
C 0.3 -0.5 -0.3
C 0.4 0.0 0.4
C -1.4 -1.3 -0.7

The energy above the lowest of the compared OMol25 structures with the same formula, charge and spin is 39.9 kcal per mole. Its total charge is -1. For the HOMO-LUMO gap, the calculation gives 4.508 eV. The total energy is -1286.98571 Ha. As for the LUMO energy: 2.810 eV. The HOMO energy is -1.7 eV.

Entry from the OMol25 dataset: C35H26FI2N8O3S2SeZr as an isolated structure (ωB97M-V/def2-TZVPD).

CARTESIAN COORDINATES (ANGSTROEM)
Zr (0.23412, -0.23568, 0.63426)
I (-6.38166, 0.05716, 5.26663)
C (-4.54258, -0.15537, 4.31384)
C (-3.67093, -1.21466, 4.69437)
C (-2.60865, -1.45709, 3.99064)
I (-1.50389, -3.16660, 4.57889)
C (-2.17202, -0.71222, 2.85261)
O (-1.10576, -0.98037, 2.15174)
C (-3.00602, 0.43338, 2.53530)
C (-2.61148, 1.19908, 1.28572)
N (-1.25957, 1.70716, 1.32201)
C (-0.81044, 2.52925, 2.47786)
C (0.63349, 2.17421, 2.97799)
C (1.34854, 3.05236, 3.79513)
C (2.57109, 2.68418, 4.30920)
C (3.07698, 1.43939, 3.96062)
C (2.42164, 0.64176, 3.09176)
N (1.12427, 1.02828, 2.64044)
C (-4.21104, 0.63738, 3.23138)
H (-3.93998, -1.76223, 5.60157)
H (-2.72657, 0.50168, 0.40361)
H (-3.29990, 2.08282, 1.10270)
H (-1.17744, 2.40932, 0.56852)
H (-0.76676, 3.59439, 2.18087)
H (-1.54142, 2.43223, 3.34976)
H (0.85862, 3.99866, 3.95925)
H (3.07466, 3.32488, 5.03678)
H (4.00294, 1.13156, 4.45794)
H (2.78719, -0.22618, 2.64786)
H (-4.80893, 1.51210, 2.99181)
O (4.03276, 1.98989, -2.84096)
C (3.54234, 3.11753, -2.30586)
C (3.99423, 4.33023, -2.79459)
C (3.54428, 5.50599, -2.25320)
C (2.44785, 5.52848, -1.39566)
C (1.91451, 4.31439, -0.88369)
C (2.45770, 3.09891, -1.33118)
C (1.90796, 1.76357, -0.99792)
O (0.88718, 1.71219, -0.21504)
N (2.50840, 0.71593, -1.51281)
N (1.80811, -0.47178, -1.30645)
C (2.36145, -1.57623, -1.84299)
S (1.45106, -2.70299, -2.79708)
C (2.78528, -3.34478, -3.94184)
C (4.13822, -2.64291, -3.65477)
S (4.06046, -1.79116, -1.89586)
H (3.52895, 1.22690, -2.27347)
H (4.72675, 4.28275, -3.59261)
H (3.90672, 6.47508, -2.59862)
H (2.09624, 6.47661, -0.99168)
H (1.02958, 4.34575, -0.26784)
H (2.37978, -3.08032, -4.92825)
H (2.91319, -4.43207, -3.90908)
H (4.33691, -1.77791, -4.35854)
H (4.91087, -3.40613, -3.57571)
Se (-4.91437, -4.73463, -3.48261)
N (-3.69112, -5.20378, -2.22664)
C (-3.09782, -4.06857, -1.83587)
C (-2.02044, -3.95597, -0.90311)
C (-1.55614, -4.99946, -0.10880)
C (-0.38260, -4.91795, 0.61906)
C (0.24220, -3.61493, 0.66793)
N (-0.24555, -2.56344, 0.02627)
C (-1.30567, -2.74004, -0.82921)
C (-1.78404, -1.50958, -1.50001)
N (-1.23486, -0.21959, -1.17797)
C (-1.36898, 0.78626, -2.11001)
C (-2.32362, 0.72450, -3.13361)
C (-3.06724, -0.38863, -3.23243)
C (-2.88818, -1.48371, -2.37904)
C (-3.50607, -2.83786, -2.65849)
N (-4.23661, -3.09219, -3.71938)
H (-2.11365, -5.92712, -0.16293)
H (0.06479, -5.68339, 1.20525)
H (1.17499, -3.45837, 1.22789)
H (-0.69654, 1.64159, -2.01264)
H (-2.51396, 1.69552, -3.72895)
H (-3.98468, -0.42506, -3.84338)
F (1.79089, -1.34230, 1.35326)

Atoms 1-3, force components in eV/Å:
Zr 1.1 0.1 2.2
I 0.1 0.1 0.1
C 0.5 -0.5 -0.2

The energy above the lowest of the compared OMol25 structures with the same formula, charge and spin is 20.5 kcal per mole. Its total charge is +1. For the HOMO-LUMO gap, the calculation gives 5.867 eV. The total energy is -5953.18863 Ha. As for the LUMO energy: -4.036 eV. The HOMO energy is -9.9 eV.

Entry from the OMol25 dataset: C6H4AuBrN2 as an isolated structure (ωB97M-V/def2-TZVPD).

CARTESIAN COORDINATES (ANGSTROEM)
Au (-1.88779, -0.67741, -2.58836)
N (2.27618, 0.62823, 3.34851)
C (1.58282, 0.45451, 2.44919)
C (0.82256, 0.32084, 1.28724)
C (0.46411, -0.89111, 0.96295)
C (-0.40771, -1.16341, -0.11790)
N (-0.75964, -0.21379, -0.83775)
C (-0.33866, 1.07849, -0.65160)
C (0.55306, 1.34308, 0.37627)
H (0.68048, -1.59038, 1.66947)
H (-0.47804, -2.24992, -0.63664)
H (-0.39827, 1.84133, -1.49520)
H (0.96405, 2.31439, 0.70684)
Br (-3.07315, -1.19487, -4.47301)

Atoms 1-3, force components in eV/Å:
Au 0.7 0.5 1.2
N -0.2 -0.2 0.1
C 1.4 1.1 1.3

For the HOMO-LUMO gap, the calculation gives 7.764 eV. The total energy is -3050.22653 Ha. As for the LUMO energy: -1.208 eV. The HOMO energy is -9.0 eV.

Entry from the OMol25 dataset: an isolated molecule of C3H4N2OS2 (ωB97M-V/def2-TZVPD).

CARTESIAN COORDINATES (ANGSTROEM)
O (-0.14095, -2.07303, -0.51266)
C (-0.13314, -0.87506, -0.25800)
C (1.11438, -0.02863, 0.04476)
S (2.80880, -0.44214, 0.06939)
C (0.69100, 1.26833, -0.19068)
N (-0.71644, 1.27528, -0.21429)
N (-1.18774, -0.01797, -0.19507)
S (-2.80541, -0.48304, 0.10435)
H (2.63882, -1.83748, 0.61657)
H (1.47076, 2.04935, -0.23807)
H (-1.37735, 1.94623, -0.59397)
H (-2.36273, -0.78183, 1.36766)

Atoms 1-3, force components in eV/Å:
O -0.5 0.8 0.7
C 3.0 -1.6 0.2
C -2.3 1.2 -1.7

The energy above the lowest of the compared OMol25 structures with the same formula, charge and spin is 65.1 kcal per mole. For the HOMO-LUMO gap, the calculation gives 8.311 eV. The total energy is -1097.75078 Ha. As for the LUMO energy: 0.397 eV. The HOMO energy is -7.9 eV. Its SMILES is O=c1c(S)c[nH]n1S.

Entry from the OMol25 dataset: an isolated molecule of C21H29NO (ωB97M-V/def2-TZVPD).

CARTESIAN COORDINATES (ANGSTROEM)
C (-5.05025, -2.67049, -0.42391)
C (-3.69090, -1.99067, -0.54294)
C (-2.73796, -2.45998, 0.55239)
C (-1.29784, -1.93996, 0.42733)
N (-1.19362, -0.53332, 0.77022)
C (-1.31713, 0.38900, -0.34558)
C (-2.18573, 1.59457, 0.02259)
C (-2.34751, 2.55441, -1.15276)
C (-3.19701, 3.76430, -0.78360)
C (-0.12385, -0.18475, 1.69211)
C (1.26632, -0.15747, 1.08992)
C (1.94909, -1.31480, 0.79955)
C (3.22336, -1.31498, 0.19463)
C (3.90340, -2.51551, -0.10080)
C (5.13896, -2.49541, -0.68408)
C (5.75635, -1.27473, -1.00011)
C (5.12897, -0.09133, -0.72760)
C (3.85387, -0.08184, -0.12660)
C (3.14912, 1.09080, 0.19504)
C (1.90605, 1.05562, 0.77573)
C (1.45479, 2.46583, 1.01519)
O (2.47513, 3.29882, 0.48071)
C (3.56494, 2.51717, 0.01374)
H (-4.94909, -3.74998, -0.51631)
H (-5.50128, -2.45161, 0.54146)
H (-5.72302, -2.32159, -1.20409)
H (-3.25996, -2.21760, -1.52165)
H (-3.82607, -0.91186, -0.47230)
H (-2.70043, -3.55249, 0.53554)
H (-3.12740, -2.15145, 1.52394)
H (-0.69359, -2.51446, 1.13206)
H (-0.91495, -2.14802, -0.58293)
H (-1.78357, -0.13287, -1.18228)
H (-0.33156, 0.73678, -0.69260)
H (-3.16479, 1.23643, 0.34583)
H (-1.74166, 2.12646, 0.86593)
H (-2.81092, 2.02603, -1.98940)
H (-1.36147, 2.89115, -1.48283)
H (-3.30471, 4.43125, -1.63579)
H (-4.18874, 3.45068, -0.46499)
H (-2.73637, 4.31998, 0.03036)
H (-0.15032, -0.90361, 2.51536)
H (-0.35505, 0.80090, 2.10366)
H (1.51252, -2.27237, 1.04284)
H (3.42662, -3.45453, 0.14251)
H (5.65125, -3.41998, -0.90680)
H (6.73334, -1.27953, -1.46075)
H (5.59933, 0.85064, -0.96813)
H (1.33791, 2.67534, 2.08936)
H (0.51118, 2.70620, 0.51147)
H (4.46625, 2.75639, 0.59731)
H (3.75804, 2.76846, -1.03795)

Atoms 1-3, force components in eV/Å:
C 0.2 0.2 -0.1
C 0.0 -0.2 0.2
C 0.3 0.1 -0.3

The energy above the lowest of the compared OMol25 structures with the same formula, charge and spin is 6.3 kcal per mole. For the HOMO-LUMO gap, the calculation gives 8.596 eV. The total energy is -947.59074 Ha. As for the LUMO energy: 0.516 eV. The HOMO energy is -8.1 eV. Its SMILES is CCCCN(CCCC)Cc1cc2ccccc2c2c1COC2.

Entry from the OMol25 dataset: C10H20N2PReS as an isolated structure (ωB97M-V/def2-TZVPD).

CARTESIAN COORDINATES (ANGSTROEM)
C (-2.03085, -1.76759, -2.43618)
C (-1.97819, -0.77808, -3.58771)
C (-2.76717, 0.41207, -3.29438)
C (-3.46960, 0.19141, -2.05882)
C (-3.00903, -1.05931, -1.39609)
Re (-1.36546, 0.07679, -1.75006)
P (0.97198, -0.13522, -1.88409)
H (-1.81446, -2.85406, -2.58710)
H (-1.41315, -0.86000, -4.52582)
H (-3.02240, 1.30730, -3.92007)
H (-3.53607, -1.58132, -0.53257)
H (-4.19722, 0.90853, -1.57350)
H (1.84492, 1.04279, -1.66840)
H (1.47893, -0.39667, -3.17546)
H (1.50950, -1.24389, -1.24550)
C (-0.39545, -1.69608, 1.86251)
N (0.76214, -0.79796, 1.56828)
C (2.01550, -1.45205, 1.90915)
C (0.62952, 0.46467, 1.16212)
S (-0.89013, 0.92732, 0.43435)
N (1.46294, 1.48625, 1.48357)
C (2.13061, 1.49242, 2.72854)
C (1.31939, 2.83125, 0.94861)
H (-0.11555, -2.35587, 2.73064)
H (-0.64562, -2.39330, 0.99112)
H (-1.25732, -1.11191, 2.25855)
H (2.85555, -1.13056, 1.28226)
H (2.11061, -1.34416, 3.00092)
H (1.79529, -2.50651, 1.72629)
H (2.99103, 0.83166, 2.66229)
H (2.49499, 2.51659, 2.70509)
H (1.55315, 1.29375, 3.67719)
H (1.36095, 2.90043, -0.12980)
H (0.44479, 3.38419, 1.31283)
H (2.17588, 3.39713, 1.32125)

Atoms 1-3, force components in eV/Å:
C -2.1 1.0 -0.8
C -0.7 0.1 -0.3
C -2.7 -0.8 -1.1

The energy above the lowest of the compared OMol25 structures with the same formula, charge and spin is 0.0 kcal per mole. Its total charge is +1. As for the spin multiplicity: 4. For the HOMO-LUMO gap (alpha / beta), the calculation gives 6.490 / 7.023 eV. The total energy is -1319.93867 Ha. As for the LUMO energy (alpha / beta): -2.904 / -4.245 eV. The expectation value of S² is 3.769. The HOMO energy (alpha / beta) is -9.4 / -11.3 eV.

Entry from the OMol25 dataset: an isolated molecule of C20H26N4O3S (ωB97M-V/def2-TZVPD).

CARTESIAN COORDINATES (ANGSTROEM)
C (4.62846, 5.87490, -2.49804)
C (4.36507, 4.52783, -1.83749)
C (5.47335, 3.52537, -2.15101)
C (5.26250, 2.17584, -1.44879)
C (6.43803, 1.23198, -1.71539)
C (4.00762, 1.54796, -1.93963)
N (3.78271, 1.19485, -3.14770)
N (2.59517, 0.65904, -3.36604)
C (1.85300, 0.57862, -2.30983)
N (0.59107, 0.06506, -2.39665)
C (-0.42016, -0.17090, -1.49341)
O (-1.48579, -0.56178, -1.90391)
C (-0.11501, 0.06434, -0.02475)
C (0.81608, -1.02708, 0.50911)
C (-0.12601, -2.08266, 1.08442)
O (0.20496, -3.20691, 1.37926)
N (-1.35237, -1.51680, 1.22025)
C (-2.51171, -2.15129, 1.69741)
C (-3.58427, -1.39591, 2.15669)
C (-4.74480, -2.00166, 2.60838)
C (-4.85689, -3.38637, 2.61633)
O (-5.93273, -4.09919, 3.05160)
C (-7.12156, -3.42853, 3.41418)
C (-7.91576, -2.94228, 2.20480)
C (-3.77429, -4.14347, 2.16376)
C (-2.62334, -3.54178, 1.70928)
C (-1.38301, -0.12508, 0.81600)
S (2.64078, 1.21217, -0.87066)
H (3.83015, 6.57628, -2.26787)
H (4.68682, 5.76247, -3.57806)
H (5.56761, 6.29558, -2.14562)
H (3.40848, 4.13566, -2.19101)
H (4.29029, 4.66151, -0.75505)
H (5.51642, 3.35335, -3.22743)
H (6.43277, 3.93610, -1.83057)
H (5.16813, 2.34377, -0.37073)
H (7.36304, 1.68357, -1.36654)
H (6.29640, 0.28631, -1.19709)
H (6.51767, 1.03549, -2.78092)
H (0.34053, -0.17129, -3.35383)
H (0.29687, 1.06795, 0.09932)
H (1.45773, -1.47937, -0.24603)
H (1.45166, -0.65392, 1.31434)
H (-3.53283, -0.31871, 2.17539)
H (-5.54769, -1.37038, 2.95544)
H (-7.70004, -4.18037, 3.95865)
H (-6.90690, -2.59894, 4.09962)
H (-8.84225, -2.48043, 2.53512)
H (-8.15046, -3.78360, 1.55776)
H (-7.34367, -2.21816, 1.62994)
H (-3.86344, -5.21797, 2.17491)
H (-1.80199, -4.14715, 1.36671)
H (-2.27989, 0.07199, 0.22318)
H (-1.36654, 0.53400, 1.69220)

Atoms 1-3, force components in eV/Å:
C -0.1 -0.2 0.1
C 0.2 0.1 -0.2
C -0.3 0.0 0.4

The energy above the lowest of the compared OMol25 structures with the same formula, charge and spin is 42.7 kcal per mole. For the HOMO-LUMO gap, the calculation gives 8.171 eV. The total energy is -1620.67131 Ha. As for the LUMO energy: 0.228 eV. The HOMO energy is -7.9 eV. Its SMILES is CCC[C@H](C)c1nnc(NC(=O)[C@@H]2CC(=O)N(c3ccc(OCC)cc3)C2)s1.